This record from OMol25 describes 2 unconnected molecules or ions with the total composition H2N2O4S at a distorted geometry. The level of theory is ωB97M-V with the def2-TZVPD basis set.

Bonds (Å) are listed after each position.
Geometry (Å):
1 N 3.69 -1.22 -0.05  N2 1.129
2 N 4.11 -0.19 0.15  N1 1.129, O4 1.134
3 O 1.02 0.16 -0.13  S7 1.637, H8 0.999
4 O 4.57 0.84 0.25  N2 1.134
5 O -0.42 1.65 -1.27  S7 1.424
6 O -1.58 0.66 0.69  S7 1.710, H9 1.016
7 S -0.13 1.31 0.08  O3 1.637, O5 1.424, O6 1.710
8 H 0.92 -0.47 -0.89  O3 0.999
9 H -2.40 1.25 0.62  O6 1.016

Results
**Total energy**: -22034.7114 eV
**HOMO level**: -10.62 eV
**Max |F|**: 5.56 eV/A
**Multiplicity**: 1
**Orbital gap**: 11.16 eV
**Relative energy (zero: lowest compared OMol25 entry of this formula, charge and spin)**: 46.24 kJ/mol